No. 1
Density functional theory data (ωB97M-V/def2-TZVPD) for a molecular structure, C64H84NO4P2Rb.

Its energy relative to the best compared isomer or geometry (same formula, charge and spin) is 24.43 kcal per mole. As for the charge: -2. The value obtained for the total energy is -3551.72898 a.u. For the HOMO-LUMO gap, the calculation gives 4.908 eV. The LUMO energy comes out at 3.62 eV. For the HOMO energy, the calculation gives -1.29 eV.

Geometry as XYZ:
```
156
C64H84NO4P2Rb ωB97M-V/def2-TZVPD
Rb 0.006 -0.091 0.066
C -2.311 0.618 -2.770
O -1.321 -0.334 -2.377
C -0.990 -1.290 -3.309
C -1.575 -2.556 -3.220
C -2.495 -3.020 -2.090
C -1.780 -4.060 -1.252
C -1.836 -5.412 -1.540
C -1.013 -6.359 -0.916
C -0.095 -5.867 0.009
C 0.004 -4.517 0.331
C 1.136 -3.988 1.184
C 2.348 -3.594 0.334
C 2.950 -4.587 -0.433
C 4.029 -4.335 -1.267
C 4.470 -3.025 -1.349
C 3.891 -1.973 -0.651
C 4.366 -0.579 -1.081
C 3.955 -0.295 -2.502
C 4.799 -0.568 -3.574
C 4.385 -0.467 -4.899
C 3.050 -0.099 -5.102
C 2.171 0.174 -4.068
C 0.694 0.348 -4.332
C -0.047 -0.986 -4.288
C 0.256 -1.966 -5.236
C -0.343 -3.217 -5.221
C -1.247 -3.483 -4.199
C -0.021 -4.319 -6.232
C 0.570 -5.519 -5.483
C 0.990 -3.860 -7.279
C -1.301 -4.767 -6.946
C 2.628 0.148 -2.717
O 1.851 0.456 -1.737
C 5.284 -0.783 -6.092
C 5.417 0.451 -6.994
C 4.684 -1.933 -6.914
C 6.685 -1.208 -5.654
C 2.855 -2.293 0.242
O 2.225 -1.365 1.044
C 2.951 -0.285 1.614
C 4.664 -5.403 -2.155
C 4.023 -6.775 -1.953
C 6.164 -5.513 -1.861
C 4.473 -4.992 -3.621
C -0.908 -3.585 -0.231
O -0.908 -2.353 0.121
C -1.118 -7.837 -1.292
C -2.517 -8.378 -0.976
C -0.848 -8.002 -2.796
C -0.095 -8.690 -0.545
H -2.420 0.616 -3.857
H -1.990 1.600 -2.429
H -3.265 0.375 -2.297
H -3.393 -3.458 -2.537
H -2.791 -2.175 -1.472
H -2.544 -5.739 -2.300
H 0.592 -6.550 0.501
H 1.457 -4.766 1.886
H 0.802 -3.131 1.762
H 2.535 -5.583 -0.364
H 5.264 -2.770 -2.043
H 5.459 -0.561 -1.005
H 3.978 0.201 -0.443
H 5.811 -0.885 -3.343
H 2.660 -0.042 -6.117
H 0.556 0.783 -5.327
H 0.258 1.025 -3.600
H 0.999 -1.726 -5.987
H -1.697 -4.466 -4.127
H 1.497 -5.240 -4.989
H 0.783 -6.339 -6.178
H -0.111 -5.888 -4.715
H 1.939 -3.573 -6.823
H 0.624 -3.005 -7.853
H 1.188 -4.679 -7.977
H -2.028 -5.169 -6.238
H -1.078 -5.548 -7.679
H -1.772 -3.929 -7.466
H 4.442 0.777 -7.360
H 6.051 0.237 -7.862
H 5.854 1.285 -6.441
H 3.698 -1.674 -7.303
H 4.569 -2.828 -6.297
H 5.329 -2.179 -7.765
H 7.184 -0.427 -5.076
H 7.297 -1.422 -6.535
H 6.658 -2.111 -5.038
H 4.015 -0.525 1.668
H 2.556 -0.131 2.618
H 2.805 0.634 1.039
H 4.127 -7.128 -0.924
H 4.503 -7.503 -2.612
H 2.957 -6.761 -2.194
H 6.337 -5.774 -0.813
H 6.676 -4.570 -2.056
H 6.623 -6.283 -2.489
H 3.414 -4.922 -3.859
H 4.933 -5.727 -4.291
H 4.913 -4.013 -3.825
H -3.282 -7.826 -1.525
H -2.737 -8.275 0.089
H -2.598 -9.436 -1.249
H -1.559 -7.429 -3.394
H -0.921 -9.052 -3.102
H 0.153 -7.639 -3.042
H -0.239 -8.642 0.537
H 0.927 -8.369 -0.759
H -0.191 -9.736 -0.853
N 0.105 2.641 -0.912
C -0.246 3.957 -0.996
C 0.688 4.898 -1.455
C 0.380 6.246 -1.513
C -0.874 6.698 -1.120
C -1.803 5.759 -0.685
C -1.530 4.399 -0.610
C -2.639 3.439 -0.258
C -3.689 3.381 -1.183
C -4.758 2.513 -1.004
C -4.763 1.689 0.112
C -3.724 1.788 1.038
C -2.633 2.668 0.927
H -0.589 2.022 -0.544
H 0.899 2.210 -1.380
H 1.669 4.542 -1.748
H 1.129 6.946 -1.867
H -1.128 7.750 -1.153
H -2.795 6.080 -0.381
H -3.655 4.016 -2.066
H -5.555 2.465 -1.739
H -5.569 0.977 0.268
H -3.793 1.138 1.913
C -1.288 4.673 2.727
P -0.648 2.958 2.445
C 0.887 3.346 3.607
C -1.556 2.075 3.822
C -0.812 0.892 4.456
P -0.362 -0.446 3.279
C 0.591 -1.526 4.421
C -1.926 -1.399 3.192
H -2.354 4.744 2.518
H -0.762 5.380 2.083
H -1.102 4.942 3.771
H 0.646 3.580 4.655
H 1.399 4.208 3.167
H 1.587 2.504 3.586
H -2.540 1.762 3.471
H -1.734 2.825 4.603
H -1.398 0.458 5.278
H 0.126 1.247 4.893
H 0.035 -1.717 5.346
H 1.541 -1.054 4.679
H 0.813 -2.479 3.940
H -2.294 -1.655 4.192
H -1.760 -2.297 2.593
H -2.688 -0.818 2.669
```


No. 2
Density functional theory data (ωB97M-V/def2-TZVPD) for a molecular structure, C40H48F6N10O5S5Sr at a distorted geometry.

Its energy relative to the best compared isomer or geometry (same formula, charge and spin) is 39.25 kcal per mole. The value obtained for the total energy is -5097.57925 a.u. For the HOMO-LUMO gap, the calculation gives 6.019 eV. The LUMO energy comes out at -1.14 eV. For the HOMO energy, the calculation gives -7.16 eV.

Geometry as XYZ:
```
115
C40H48F6N10O5S5Sr ωB97M-V/def2-TZVPD
Sr 1.942 -0.178 0.136
F 4.789 -1.108 5.551
C 3.542 -0.885 6.048
F 3.156 -1.971 6.686
F 3.364 0.213 6.828
S 2.607 -0.233 4.639
O 1.242 -0.264 5.077
O 3.061 -0.971 3.497
N 3.417 1.058 4.713
S 3.275 2.386 4.023
O 4.319 3.350 4.140
O 2.678 2.110 2.703
C 1.975 3.392 4.810
F 2.177 4.578 4.157
F 0.690 3.057 4.584
F 2.112 3.505 6.170
C -2.079 4.798 0.570
N -0.900 3.938 0.401
C -1.019 2.570 0.882
C 0.290 4.315 -0.178
N 1.074 3.356 -0.585
C 2.439 3.558 -0.890
C 3.181 4.513 -0.249
C 4.515 4.791 -0.560
C 5.123 4.104 -1.579
C 4.436 3.065 -2.248
C 5.134 2.327 -3.208
C 4.583 1.236 -3.813
C 3.311 0.806 -3.402
C 2.587 1.484 -2.444
N 1.370 0.833 -2.086
C 0.454 0.709 -2.991
N 0.307 1.567 -4.035
C 0.711 2.957 -3.961
C 0.039 1.076 -5.356
N -0.457 -0.330 -2.907
C -0.100 -1.533 -2.181
C -1.876 -0.150 -3.182
C 3.113 2.679 -1.831
N 0.466 5.674 -0.369
C 0.415 6.559 0.773
C 1.036 6.203 -1.614
H -2.967 4.225 0.310
H -1.937 5.658 -0.095
H -2.106 5.147 1.610
H -1.894 2.511 1.508
H -0.157 2.290 1.477
H -1.128 1.835 0.069
H 2.695 5.049 0.551
H 5.047 5.559 -0.046
H 6.170 4.285 -1.828
H 6.136 2.660 -3.529
H 5.131 0.639 -4.533
H 2.901 -0.109 -3.767
H 0.753 3.250 -2.917
H -0.045 3.548 -4.494
H 1.688 3.103 -4.478
H -0.051 -0.014 -5.360
H 0.827 1.399 -6.040
H -0.918 1.471 -5.746
H 0.936 -1.766 -2.429
H -0.729 -2.318 -2.548
H -0.252 -1.458 -1.098
H -2.016 0.837 -3.643
H -2.392 -0.182 -2.215
H -2.222 -0.905 -3.867
H 0.040 6.007 1.627
H -0.242 7.426 0.565
H 1.420 6.947 1.022
H 0.880 5.518 -2.449
H 2.131 6.395 -1.555
H 0.528 7.124 -1.839
S -1.279 -1.156 1.841
C -1.941 -2.518 1.178
N -3.081 -2.811 0.581
C -3.350 -4.215 0.196
C -2.848 -5.119 1.300
N -1.401 -4.854 1.442
C -0.487 -6.005 1.395
C -0.600 -6.759 0.080
C -0.113 -6.149 -1.071
C -0.160 -6.787 -2.298
C -0.725 -8.056 -2.392
C -1.275 -8.660 -1.263
C -1.192 -8.005 -0.007
C -0.951 -3.627 1.194
S 0.605 -3.096 0.949
C -4.165 -1.856 0.329
C -5.218 -1.957 1.422
C -4.805 -1.440 2.636
C -5.642 -1.447 3.737
C -6.949 -1.883 3.576
C -7.349 -2.439 2.371
C -6.472 -2.515 1.294
H -2.786 -4.397 -0.718
H -4.413 -4.404 0.017
H -3.052 -6.160 0.998
H -3.367 -4.937 2.267
H -0.794 -6.692 2.189
H 0.531 -5.680 1.564
H 0.332 -5.156 -1.014
H 0.239 -6.347 -3.213
H -0.802 -8.504 -3.387
H -1.717 -9.637 -1.302
H -1.541 -8.479 0.905
H -4.586 -2.127 -0.627
H -3.744 -0.840 0.307
H -3.813 -1.016 2.746
H -5.321 -1.086 4.727
H -7.622 -1.874 4.405
H -8.349 -2.837 2.268
H -6.776 -2.924 0.342
O 6.701 0.013 -0.549
S 5.420 -0.475 -1.071
N 4.129 -0.365 -0.324
```